Entry 1:
C23H29N3O3 | ωB97M-V/def2-TZVPD

Positions of all 58 atoms, in Å:
O1 -0.21 2.51 0.34
O2 -4.79 1.61 4.57
O3 6.88 0.08 -6.37
N1 5.67 -0.63 -4.61
N2 -0.45 0.25 0.10
N3 2.91 -1.14 -4.17
C1 4.71 0.44 -4.78
C2 1.88 0.59 -2.76
C3 3.89 -2.18 -4.01
C4 -2.89 0.50 1.63
C5 3.35 -0.17 -5.15
C6 -3.89 0.54 2.58
C7 -3.86 1.48 3.60
C8 -1.82 2.37 2.69
C9 7.63 -1.93 -5.30
C10 0.43 -0.04 -0.95
C11 -1.83 1.41 1.67
C12 -0.76 1.47 0.64
C13 -6.18 0.92 7.10
C14 -6.11 -0.56 7.47
C15 1.05 0.94 -1.72
C16 2.14 -0.75 -3.08
C17 -5.92 0.75 4.57
C18 5.26 -1.59 -3.62
C19 -2.81 2.40 3.65
C20 1.51 -1.72 -2.29
C21 6.70 -0.74 -5.49
C22 0.68 -1.38 -1.25
C23 -6.82 1.16 5.73
H1 1.64 -2.77 -2.52
H2 0.87 1.98 -1.50
H3 -7.05 2.22 5.62
H4 4.63 1.00 -3.85
H5 5.16 -1.07 -2.66
H6 -2.80 3.13 4.44
H7 -7.10 -1.01 7.45
H8 8.43 -1.84 -6.04
H9 3.45 -0.70 -6.10
H10 2.34 1.38 -3.32
H11 -6.47 0.86 3.62
H12 7.10 -2.86 -5.46
H13 -4.70 -0.18 2.50
H14 3.58 -2.89 -3.25
H15 -7.76 0.60 5.65
H16 -2.96 -0.22 0.83
H17 6.00 -2.38 -3.51
H18 -5.18 1.35 7.09
H19 8.07 -1.92 -4.31
H20 2.59 0.60 -5.27
H21 -5.47 -1.11 6.79
H22 3.99 -2.71 -4.97
H23 -6.77 1.44 7.85
H24 -5.70 -0.67 8.47
H25 -5.61 -0.29 4.67
H26 5.06 1.10 -5.58
H27 0.20 -2.15 -0.67
H28 -0.89 -0.56 0.51
H29 -1.01 3.08 2.71

## Properties
- Energy relative to the best compared isomer or geometry (same formula, charge and spin): 51.5 kcal per mole
- Multiplicity: 1

Atom charges from the natural (NBO) analysis, given in e for atoms 1 to 2:
1. O -0.610
2. O -0.497

Entry 2:
C23H29N6O15V | ωB97M-V/def2-TZVPD

Positions of all 74 atoms, in Å:
V1 -1.05 2.90 3.72
O1 5.31 6.64 -0.05
O2 -5.42 -5.04 5.07
O3 -1.78 1.68 4.38
O4 2.92 -2.64 -1.98
O5 -3.59 2.55 1.57
O6 2.26 -3.66 1.59
O7 -3.05 2.17 -1.72
O8 6.67 6.36 -1.56
O9 0.24 3.34 4.44
O10 2.18 -0.83 -1.17
O11 -0.55 2.34 1.52
O12 -3.76 0.51 0.80
O13 1.16 -2.15 2.84
O14 -3.47 -4.98 6.04
O15 -1.91 1.27 -3.18
N1 5.76 5.91 -0.94
N2 2.36 -1.59 -2.08
N3 -4.23 -4.70 5.12
N4 -2.80 1.21 -2.34
N5 -4.08 1.43 1.58
N6 2.15 -2.61 2.22
C1 0.07 1.08 1.38
C2 -2.01 -3.32 2.33
C3 1.96 -2.13 -4.58
C4 0.62 -0.50 -5.83
C5 1.40 -1.66 -5.76
C6 -2.86 -2.60 1.51
C7 1.81 -1.24 -3.44
C8 5.26 4.61 -1.23
C9 -5.02 1.03 2.70
C10 -3.76 -4.00 3.83
C11 4.00 2.15 -1.91
C12 -4.67 -3.21 3.05
C13 1.13 -0.05 -3.58
C14 -4.21 -2.49 1.98
C15 -2.41 -4.09 3.42
C16 -3.55 -0.08 -2.16
C17 -0.47 0.10 0.29
C18 4.24 4.08 -0.44
C19 3.72 2.86 -0.72
C20 5.02 2.61 -2.62
C21 3.39 -1.72 2.23
C22 0.49 0.34 -4.75
C23 5.63 3.83 -2.37
H1 -5.93 1.60 2.56
H2 -5.62 -3.02 3.53
H3 3.41 1.27 -2.16
H4 -0.10 1.24 -4.75
H5 1.13 1.07 1.14
H6 3.94 4.63 0.44
H7 -1.52 -0.12 0.09
H8 -5.01 -1.87 1.59
H9 -1.71 -4.68 4.00
H10 0.91 0.50 -2.69
H11 0.24 0.44 2.25
H12 0.10 -0.82 0.15
H13 -5.31 -0.02 2.69
H14 3.59 -1.57 1.17
H15 0.21 -0.11 -6.75
H16 3.15 -0.79 2.73
H17 2.35 -3.13 -4.49
H18 3.02 2.47 -0.01
H19 -3.85 -0.43 -3.15
H20 -4.44 0.12 -1.57
H21 6.43 4.30 -2.93
H22 -2.90 -0.84 -1.71
H23 -4.57 1.21 3.68
H24 1.61 -2.23 -6.66
H25 -0.95 -3.41 2.14
H26 -0.41 0.74 -0.59
H27 5.39 2.03 -3.45
H28 4.17 -2.20 2.82
H29 -2.44 -2.10 0.66

## Properties
- Multiplicity: 1

Atom charges from the Löwdin analysis, given in e for atoms 1 to 2:
1. V 1.097
2. O 0.056

| no. | HOMO-LUMO gap (eV) | E_tot (eV) |
| --- | --- | --- |
| 1 | 8.01 | -34935.44569 |
| 2 | 6.71 | -89640.25033 |